ORCA calculation (wB97M-V/def2-TZVPD) on a structure of composition C3HCrO2.

```
7
Properties=species:S:1:pos:R:3:nbo_charge:R:1
O -0.265 1.539 0.082 -0.666
O -0.690 -0.088 1.497 -0.662
C -0.278 0.306 0.366 0.715
Cr -1.118 1.859 1.912 1.542
C 1.026 -1.478 -1.078 -0.073
C 0.278 -0.660 -0.569 -0.147
H 1.046 -1.476 -2.210 0.290
```

## Properties
Total energy ... -1309.46133 Eh
Energy relative to the best compared isomer or geometry (same formula, charge and spin) ... 0.0 kcal per mole
LUMO level (spin up / spin down) ... -7.04 / -6.57 eV
Gap between HOMO and LUMO (spin up / spin down) ... 7.927 / 8.407 eV
2S+1 ... 5
Expectation value of S² ... 6.04
HOMO energy (spin up / spin down) ... -14.970 / -14.974 eV
Charge ... +1